[1]
A molecular structure, C31H49NO4P2Tb at a distorted geometry, computed with ωB97M-V/def2-TZVPD.

```
88
Properties=species:S:1:pos:R:3:lowdin_spin:R:1
Tb 0.6052 -0.5682 -0.0267 6.07
C 0.3614 -1.0773 2.7534 -0.01
C 1.7267 -1.2064 2.3263 -0.01
C 1.1069 1.0138 2.1335 -0.01
C 0.0387 0.3048 2.7461 -0.01
C 2.1706 0.0975 1.8870 -0.01
C -0.4906 -2.1488 3.3382 0.00
H -0.2534 -3.1375 2.9227 0.00
H -1.5542 -1.9543 3.1366 0.00
H -0.3755 -2.2132 4.4308 0.00
C -1.0616 0.9201 3.5150 0.00
H -1.9051 0.2325 3.6344 0.00
H -1.4192 1.8362 3.0362 0.00
H -0.7253 1.1911 4.5298 0.00
C 1.1675 2.4798 1.9225 0.00
H 1.5974 3.0081 2.7877 0.00
H 0.1622 2.8858 1.7487 0.00
H 1.7822 2.7290 1.0434 0.00
C 3.5017 0.4652 1.3254 0.00
H 4.3136 0.3993 2.0675 0.00
H 3.4951 1.4859 0.9207 0.00
H 3.7756 -0.1928 0.4911 0.00
C 2.5887 -2.3494 2.7129 0.00
H 2.8489 -2.3056 3.7855 0.00
H 3.5323 -2.3617 2.1542 0.00
H 2.0796 -3.3107 2.5601 0.00
C 0.1629 -2.3158 -1.6399 -0.01
C 0.4498 -2.8954 -0.4156 0.01
C 1.4301 -4.0333 -0.2536 0.00
C 2.9313 -3.7064 -0.2564 0.00
C 3.3192 -2.3208 -0.6699 0.00
C 3.0159 -1.8059 -1.8791 0.00
C 2.3645 -2.6040 -2.9753 0.00
C 0.8281 -2.7556 -2.9123 0.00
H 1.2518 -4.8056 -1.0197 0.00
H 3.4300 -4.4608 -0.8964 0.00
H 1.2031 -4.5295 0.7042 0.00
H 0.5938 -3.8079 -3.1313 0.00
H -0.7691 -1.7324 -1.7979 0.00
H -0.2464 -2.7767 0.4425 0.00
H 0.3793 -2.1904 -3.7376 0.00
H 2.6066 -2.1191 -3.9309 0.00
H 3.5002 -0.8843 -2.2119 0.00
H 2.7966 -3.6134 -3.0584 0.00
H 3.3251 -3.8802 0.7535 0.00
H 4.1195 -1.8885 -0.0631 0.00
P -2.6007 -1.7880 -0.1369 0.00
C -3.7403 -0.9242 0.9874 0.00
H -4.7508 -1.3156 0.8081 0.00
H -3.7152 0.1566 0.7954 0.00
H -3.4362 -1.1062 2.0263 0.00
C -3.3619 -1.4002 -1.7565 0.00
H -4.4464 -1.5589 -1.6675 0.00
H -2.9510 -2.0577 -2.5324 0.00
H -3.1452 -0.3559 -2.0285 0.00
C -3.0682 -3.5331 0.0555 0.00
H -2.5115 -4.1379 -0.6705 0.00
H -4.1480 -3.6311 -0.1109 0.00
H -2.8011 -3.8625 1.0677 0.00
P 1.5232 1.2245 -2.2383 -0.01
C 3.2895 1.7037 -2.3286 0.00
H 3.5764 1.8695 -3.3746 0.00
H 3.9304 0.9347 -1.8848 0.00
H 3.4300 2.6272 -1.7452 0.00
C 1.1786 0.4684 -3.8701 0.00
H 1.6645 -0.5022 -3.9623 0.00
H 1.5262 1.1290 -4.6741 0.00
H 0.0928 0.3210 -3.9539 0.00
C 0.7299 2.8406 -2.5605 0.00
H 1.1911 3.3042 -3.4446 0.00
H 0.8587 3.4903 -1.6852 0.00
H -0.3418 2.6894 -2.7392 0.00
O -2.0471 1.4053 -1.9094 0.00
C -1.7966 1.6508 -0.7136 0.00
O -1.1287 0.8317 0.0884 -0.01
C -2.2585 2.9509 -0.1167 0.00
C -2.2042 4.1377 -0.8753 0.00
C -2.7039 5.3285 -0.3627 0.00
C -3.1973 5.3678 0.9674 0.00
C -3.2191 4.1854 1.7459 0.00
C -2.8147 2.9793 1.1721 0.00
N -3.6925 6.5973 1.5110 0.00
O -3.7072 7.6053 0.7629 0.00
O -4.1020 6.6118 2.6947 0.00
H -1.7295 4.1228 -1.8585 0.00
H -2.6778 6.2485 -0.9374 0.00
H -3.5313 4.2402 2.7870 0.00
H -2.9242 2.0536 1.7345 0.00
```

Computed properties:
<S²>	12.06
HOMO (alpha / beta)	-10.231 / -10.272	eV
gap between HOMO and LUMO (alpha / beta)	6.075 / 6.218	eV
largest force on an atom	0.1038	hartree/bohr
2S+1	7
charge	+1



[2]
C4H3NO in the gas phase at a distorted geometry, computed with ωB97M-V/def2-TZVPD.

```
9
Properties=species:S:1:pos:R:3:nbo_charge:R:1
C -0.3389 0.3968 0.1782 0.18
C 0.8878 0.4469 0.2966 -0.11
C 1.9729 -0.8108 -0.3762 0.47
C -1.6557 -0.1790 -0.0640 -0.69
N 2.1466 1.0559 0.4476 -0.27
O 2.8800 -0.0046 -0.0665 -0.31
H -2.3094 0.5753 -0.4297 0.25
H -1.4085 -0.9490 -0.7763 0.26
H -2.1748 -0.5314 0.7904 0.24
```

Computed properties:
HOMO	-8.401	eV
gap between HOMO and LUMO	7.254	eV
largest force on an atom	0.0601	hartree/bohr
energy relative to the best compared isomer or geometry (same formula, charge and spin)	728.0	kJ/mol



[3]
A molecular structure, C28H44Ca2ClCsF2LiNO15S at a distorted geometry, computed with ωB97M-V/def2-TZVPD.

```
96
Properties=species:S:1:pos:R:3:lowdin_charge:R:1
C -8.1097 4.1007 2.7147 -0.15
C -6.6436 3.8304 2.4703 -0.27
C -6.3296 2.8172 1.3744 -0.21
C -5.1214 3.2566 0.5724 -0.23
C -4.7467 2.3204 -0.5684 -0.19
C -3.7535 1.2423 -0.1114 -0.19
C -2.5518 1.0520 -1.0297 -0.22
C -1.3006 1.7768 -0.4997 -0.19
C -0.0132 1.4713 -1.2783 -0.32
C 1.0161 0.4901 -0.4551 -0.67
C 1.4525 1.0874 0.8834 -0.17
C 2.9157 1.5227 0.9821 -0.17
C 3.5577 2.1481 -0.2401 -0.12
C 3.1738 3.5794 -0.5096 -0.11
C 2.0074 4.1529 -0.1750 0.10
C 1.7356 5.5577 -0.4631 -0.38
O 0.9214 6.1950 0.1497 0.18
C 2.5152 6.1355 -1.5494 0.09
C 3.6780 5.5805 -1.8995 -0.23
N 4.4506 6.1326 -2.9730 0.02
C 4.1435 4.4155 -1.1773 -0.26
O 5.3841 4.1347 -1.1575 -0.29
H -8.7476 3.6758 1.9448 0.07
H -8.2780 5.2298 2.7150 -0.10
H -8.4549 3.7231 3.6665 0.07
H -6.1634 4.7643 2.1951 0.08
H -6.1642 3.5031 3.3818 0.08
H -6.1168 1.8573 1.8446 0.11
H -7.1633 2.6899 0.6896 0.11
H -4.2734 3.3609 1.2447 0.11
H -5.3378 4.2460 0.1790 0.11
H -5.6412 1.8440 -0.9560 0.11
H -4.3449 2.9052 -1.3924 0.10
H -4.2920 0.3030 -0.0598 0.11
H -3.4368 1.4751 0.8998 0.10
H -2.3926 -0.0213 -1.1217 0.07
H -2.7860 1.4598 -2.0072 0.11
H -1.5206 2.8335 -0.6143 0.12
H -1.2151 1.5804 0.5621 0.11
H -0.3467 0.8871 -2.1693 -0.06
H 0.4829 2.3565 -1.6548 0.10
H 0.4106 -0.4045 -0.2414 -0.16
H 1.8593 0.1320 -1.0854 -0.03
H 1.3174 0.2977 1.6114 0.12
H 0.7721 1.8684 1.2003 0.09
H 3.4815 0.6312 1.2177 0.11
H 3.0306 2.1969 1.8251 0.13
H 3.3953 1.5493 -1.1334 0.12
H 4.6291 2.1449 -0.0800 0.11
H 1.2303 3.6084 0.3259 0.12
H 2.1348 7.0092 -2.0492 0.14
H 3.8130 6.6197 -3.5978 0.07
H 4.9255 5.3668 -3.4808 -0.22
Ca 6.6528 3.8214 -2.5979 1.18
F 2.9813 -1.2801 -0.7397 -0.65
C -0.6339 -6.1859 -1.5929 -0.02
O -0.0819 -4.9291 -1.1766 0.00
C 0.7587 -5.0114 -0.1473 -0.63
O 1.0603 -6.0275 0.4325 0.11
O 1.1926 -3.7970 0.1287 -0.03
C 2.1193 -3.6801 1.2187 -0.02
H -1.2945 -5.9674 -2.4255 0.10
H 0.1526 -6.8626 -1.9161 0.11
H -1.1988 -6.6315 -0.7856 0.06
H 3.0173 -4.2543 1.0107 0.10
H 1.6569 -4.0149 2.1456 0.10
H 2.3683 -2.6251 1.2605 0.07
C -3.6279 -9.8167 2.2450 -0.01
C -2.9706 -8.5284 2.7001 -0.28
O -1.8984 -8.3757 1.7665 0.00
C -2.3216 -9.0191 0.5616 -0.51
O -1.7822 -8.8529 -0.4618 0.24
O -3.3794 -9.7791 0.8309 0.12
F -2.3818 -8.6340 3.9378 0.04
H -3.1400 -10.6943 2.6737 0.15
H -4.6916 -9.8582 2.4516 0.16
H -3.6136 -7.6518 2.6744 0.19
C -4.1486 2.0628 4.9274 -0.92
O -5.2795 2.2779 5.3663 0.21
O -3.9214 1.6100 3.7686 0.18
O -3.0902 2.2705 5.5753 0.22
C 7.7715 -2.3835 -2.3900 -0.11
C 8.4855 -1.9485 -3.6528 -0.12
O 7.8160 -0.7107 -4.0056 -0.17
S 7.3679 0.0411 -2.6990 0.54
O 8.3230 1.0580 -2.3794 -0.27
O 6.0108 0.4425 -2.8217 -0.24
O 7.5399 -1.1376 -1.6874 -0.16
H 6.8054 -2.8428 -2.5956 0.14
H 8.3686 -3.0416 -1.7685 0.14
H 8.3895 -2.6563 -4.4686 0.14
H 9.5382 -1.7317 -3.4738 0.14
Cs 0.2424 -0.9974 -1.8090 1.74
Cl -7.7392 6.8959 3.5387 -0.10
Li -0.3803 -8.9085 2.9262 0.89
Ca 5.7680 5.6622 -5.4659 1.04
```

Computed properties:
HOMO	-8.433	eV
gap between HOMO and LUMO	1.278	eV
largest force on an atom	0.3843	hartree/bohr
charge	+2



[4]
10 unconnected molecules or ions with the total composition C38H72BrCl18N2O at a distorted geometry, computed with ωB97M-V/def2-TZVPD.

```
132
Properties=species:S:1:pos:R:3:lowdin_charge:R:1
Br -0.6849 3.4592 2.7785 0.71
C -0.9455 2.3967 1.0991 -0.64
C 0.3640 1.7224 0.6137 -0.15
N 1.3527 2.6646 -0.0022 0.08
C 0.6465 3.7911 -0.6992 -0.06
C -0.8508 3.5090 -1.0023 -0.28
C -1.0633 2.4970 -2.2105 -0.14
C -1.8476 3.1183 -3.4042 -0.16
C -1.7627 2.0766 -4.6063 -0.21
C -3.1331 1.4247 -4.9534 -0.20
C -3.4953 0.2489 -3.9487 -0.21
C -4.5828 0.7076 -2.8728 -0.16
C -4.0388 0.4986 -1.4059 -0.21
C -4.9509 -0.3950 -0.4858 -0.20
C -5.4169 -1.7395 -1.1407 -0.20
C -4.4372 -2.9484 -0.9555 -0.19
C -2.9706 -2.6941 -1.5019 -0.15
C -2.0176 -2.6319 -0.2585 -0.14
N -0.5996 -2.7453 -0.6519 -0.15
C 0.1611 -3.6426 0.0328 -0.17
C 1.5070 -3.5860 -0.4585 -0.15
C 1.4293 -2.5677 -1.5041 -0.12
C 0.0935 -2.0622 -1.6238 -0.11
O -1.6423 3.1409 0.1329 -0.12
H -1.6245 1.5620 1.4026 0.11
H 0.1160 0.9488 -0.1473 0.14
H 0.8646 1.1920 1.4537 0.05
H 1.8632 2.1341 -0.7193 0.18
H 2.0582 3.0116 0.6617 0.18
H 1.1671 4.0435 -1.6553 0.15
H 0.7702 4.7014 -0.0633 0.14
H -1.2743 4.4783 -1.3695 0.16
H -1.6373 1.6452 -1.7656 0.10
H -0.0931 2.0979 -2.5951 0.11
H -2.8980 3.3899 -3.1624 0.12
H -1.3546 4.0627 -3.7544 0.11
H -1.2479 2.5264 -5.4894 0.07
H -1.0943 1.2356 -4.2809 0.07
H -3.9746 2.1537 -5.0074 0.11
H -3.0383 0.9353 -5.9571 0.09
H -3.9425 -0.5925 -4.5308 0.06
H -2.5581 -0.1081 -3.4593 0.08
H -5.5709 0.2432 -3.0649 0.10
H -4.7117 1.8070 -3.0389 0.09
H -4.0075 1.5174 -0.9328 0.10
H -2.9867 0.1267 -1.3729 0.07
H -5.8384 0.2134 -0.1743 0.11
H -4.3795 -0.5701 0.4636 0.08
H -6.3785 -2.0253 -0.6390 0.11
H -5.6568 -1.6602 -2.2252 0.09
H -4.8449 -3.7920 -1.5623 0.07
H -4.4005 -3.2936 0.1096 0.11
H -2.6443 -3.5727 -2.1122 0.11
H -2.8909 -1.8055 -2.1604 0.08
H -2.2152 -1.7408 0.3915 0.11
H -2.2456 -3.5198 0.3759 0.12
H -0.1529 -4.2998 0.8581 0.12
H 2.3708 -4.1770 -0.1215 0.09
H 2.2614 -2.2016 -2.1297 0.08
H -0.3258 -1.3022 -2.3003 0.09
Cl 1.7830 -1.9841 1.9913 0.65
C 2.9206 -1.5507 3.3067 -0.64
C 2.4017 -0.4575 4.2118 -0.61
Cl 2.3286 1.1344 3.4048 0.55
H 3.8669 -1.2690 2.8480 -0.02
H 3.0760 -2.4585 3.8900 0.08
H 3.0714 -0.3399 5.0623 0.00
H 1.4060 -0.6869 4.5899 0.07
Cl -3.7413 -6.6320 -3.0124 0.54
C -4.1006 -6.3196 -4.7311 -0.65
C -4.2655 -4.8467 -5.0163 -0.67
Cl -5.7453 -4.1787 -4.2779 0.57
H -4.9938 -6.8824 -4.9978 0.07
H -3.2634 -6.7148 -5.3065 0.07
H -4.3489 -4.6840 -6.0912 0.04
H -3.4176 -4.2700 -4.6507 0.03
Cl 4.6136 -0.5647 7.1705 0.57
C 4.0826 1.1085 7.4865 -0.64
C 5.0457 2.1250 6.9209 -0.66
Cl 6.5982 2.1356 7.7934 0.58
H 3.9610 1.2263 8.5620 0.07
H 3.1045 1.2259 7.0172 0.06
H 4.6239 3.1259 7.0157 0.08
H 5.2525 1.9415 5.8660 0.00
Cl -2.0156 -1.0730 3.6442 0.53
C -3.5269 -0.9162 4.5751 -0.65
C -4.7104 -0.5670 3.6994 -0.65
Cl -4.5608 1.0713 3.0264 0.55
H -3.3584 -0.1622 5.3425 0.07
H -3.7054 -1.8716 5.0686 0.08
H -5.6242 -0.5991 4.2927 0.08
H -4.8233 -1.2580 2.8643 0.06
Cl -2.3451 -1.9808 -6.1858 0.60
C -1.7795 -1.9386 -7.8752 -0.64
C -2.9255 -1.8523 -8.8547 -0.65
Cl -3.8845 -3.3538 -8.8997 0.56
H -1.1682 -2.8230 -8.0488 0.07
H -1.1412 -1.0594 -7.9722 0.04
H -2.5390 -1.6934 -9.8616 0.08
H -3.5977 -1.0299 -8.6137 0.07
Cl 4.9633 -0.2284 0.9478 0.58
C 6.4400 0.7636 1.0813 -0.64
C 7.2442 0.4206 2.3125 -0.67
Cl 6.4161 0.9155 3.8100 0.55
H 6.1451 1.8119 1.0766 0.07
H 7.0313 0.5715 0.1859 0.08
H 8.1983 0.9482 2.2893 0.05
H 7.4478 -0.6474 2.3762 0.08
Cl 9.3220 0.4552 4.8268 0.56
C 9.6912 0.4799 6.5709 -0.65
C 10.6171 -0.6437 6.9725 -0.66
Cl 9.8273 -2.2367 6.8592 0.54
H 8.7491 0.4376 7.1145 0.02
H 10.1628 1.4403 6.7800 0.08
H 10.9235 -0.5153 8.0108 0.07
H 11.5125 -0.6663 6.3531 0.07
Cl 0.4513 1.4956 -7.4044 0.58
C 1.7811 1.4947 -6.2185 -0.65
C 2.2815 0.0996 -5.9289 -0.64
Cl 1.0881 -0.8747 -5.0318 0.57
H 1.4288 1.9913 -5.3141 0.05
H 2.5854 2.0938 -6.6461 0.08
H 3.1777 0.1473 -5.3096 0.07
H 2.5296 -0.4323 -6.8460 0.07
Cl 0.1124 3.2163 7.5941 0.53
C -0.7532 4.3235 6.4972 -0.68
C -2.0030 4.8913 7.1271 -0.66
Cl -3.2629 3.6520 7.3499 0.54
H -0.9792 3.7804 5.5813 -0.01
H -0.0617 5.1312 6.2550 0.07
H -2.4259 5.6598 6.4796 0.07
H -1.7946 5.3395 8.0973 0.07
```

Computed properties:
HOMO	-9.837	eV
gap between HOMO and LUMO	6.898	eV
largest force on an atom	0.0642	hartree/bohr
charge	+1



[5]
C4H8N2O in the gas phase, computed with ωB97M-V/def2-TZVPD.

```
15
Properties=species:S:1:pos:R:3:nbo_charge:R:1
C 0.7111 -0.4005 1.4627 -0.65
C 0.5579 -0.1605 -0.0166 0.36
C 1.5924 -0.5352 -0.9960 -0.27
N 0.3133 -1.2530 -0.9199 -0.59
C -1.4967 0.8286 0.0193 0.29
O -0.2014 0.9853 -0.3419 -0.54
N -2.1880 1.7766 -0.6053 -0.81
H 1.4272 -1.2056 1.6568 0.21
H 1.0694 0.5026 1.9658 0.22
H -0.2625 -0.6661 1.8839 0.24
H 1.7212 0.0661 -1.8921 0.21
H 2.4965 -1.0240 -0.6382 0.19
H 0.3901 -2.1505 -0.4498 0.36
H -3.1897 1.7780 -0.5020 0.40
H -1.7772 2.3899 -1.3048 0.38
```

Computed properties:
HOMO	-8.624	eV
gap between HOMO and LUMO	9.732	eV
largest force on an atom	0.0119	hartree/bohr
energy relative to the best compared isomer or geometry (same formula, charge and spin)	326.3	kJ/mol



- Number 4 is which compound?
  C38H72BrCl18N2O



- What is the largest force on an atom in the fifth record?
  0.0119 hartree/bohr